No. 1
This record from OMol25 describes the molecule C2N4O3S. The level of theory is the ωB97M-V functional and the def2-TZVPD basis.

Properties
- SMILES = N#CSN(C#N)O[N+](=O)[O-]
- E_LUMO (eV) = -0.7
- calculated total energy (eV) = -25003.712

Geometry as ORCA input:
```
! RIJCOSX wB97M-V def2-TZVPD def2/J DEFGRID3
* xyz 0 1
S 1.774 1.053 0.727
O -2.005 0.167 -1.909
O -0.721 0.878 -0.280
O -1.023 -1.388 -0.753
N -0.754 -0.287 2.880
N 0.213 0.409 0.659
N -1.315 -0.303 -1.140
N 1.979 -0.621 -1.481
C -0.284 0.025 1.888
C 2.136 0.066 -0.590
*
```

Atomic partial charges in e from the Mulliken method, atoms 1 to 2: atom 1 (S): 0.00, atom 2 (O): -0.49


No. 2
This record from OMol25 describes a structure of composition C2N4OS. The level of theory is the ωB97M-V functional and the def2-TZVPD basis.

Properties
- E_LUMO (eV) = -1.1
- calculated total energy (eV) = -20913.458

Geometry as ORCA input:
```
! RIJCOSX wB97M-V def2-TZVPD def2/J DEFGRID3
* xyz 0 1
S -1.518 -0.710 1.337
O -1.361 -2.150 -1.038
N 1.385 1.407 -0.163
N 0.679 1.425 1.034
N 0.047 -0.179 -0.304
N 1.080 0.479 -0.935
C -0.178 0.454 0.857
C -0.922 -1.218 -0.277
*
```

Atomic partial charges in e from the Mulliken method, atoms 1 to 2: atom 1 (S): -0.09, atom 2 (O): -0.49


No. 3
This record from OMol25 describes a cluster of 2 separate species, C2NO4S in total. The level of theory is the ωB97M-V functional and the def2-TZVPD basis.

Properties
- E_LUMO (eV) = 3.7
- calculated total energy (eV) = -22590.633

Geometry as ORCA input:
```
! RIJCOSX wB97M-V def2-TZVPD def2/J DEFGRID3
* xyz -1 1
S 0.713 -0.806 0.227
O -0.519 0.038 -0.095
O -2.626 -0.901 0.923
O 1.193 -1.568 -0.945
O -2.993 0.903 -0.411
N 2.783 1.366 0.164
C 1.968 0.558 0.231
C -2.566 0.014 0.209
*
```

Atomic partial charges in e from the Mulliken method, atoms 1 to 2: atom 1 (S): 0.45, atom 2 (O): -0.58


No. 4
This record from OMol25 describes the molecule C2O2. The level of theory is the ωB97M-V functional and the def2-TZVPD basis.

Properties
- E_LUMO (eV) = -1.3
- calculated total energy (eV) = -6163.821

Geometry as ORCA input:
```
! RIJCOSX wB97M-V def2-TZVPD def2/J DEFGRID3
* xyz 0 1
O 1.125 0.824 0.048
O -0.023 -0.941 -0.003
C -1.192 -0.251 0.055
C 0.090 0.369 -0.100
*
```

Atomic partial charges in e from the Mulliken method, atoms 1 to 2: atom 1 (O): -0.39, atom 2 (O): -0.12


No. 5
This record from OMol25 describes the molecule C2O2S. The level of theory is the ωB97M-V functional and the def2-TZVPD basis.

Properties
- E_LUMO (eV) = -0.5
- calculated total energy (eV) = -17002.499

Geometry as ORCA input:
```
! RIJCOSX wB97M-V def2-TZVPD def2/J DEFGRID3
* xyz 0 1
S 1.029 0.017 -1.230
O -0.815 -1.822 0.220
O 0.128 1.733 0.633
C -0.648 -0.714 0.401
C 0.305 0.786 -0.024
*
```

Atomic partial charges in e from the Mulliken method, atoms 1 to 2: atom 1 (S): -0.27, atom 2 (O): -0.17


No. 6
This record from OMol25 describes a cluster of 2 separate species, C2O2S in total. The level of theory is the ωB97M-V functional and the def2-TZVPD basis.

Properties
- E_LUMO (eV) = 0.7
- calculated total energy (eV) = -17004.184

Geometry as ORCA input:
```
! RIJCOSX wB97M-V def2-TZVPD def2/J DEFGRID3
* xyz 0 1
S -0.753 2.121 1.066
O -1.359 -0.276 -0.013
O 1.579 -1.049 -1.220
C -1.110 0.777 0.404
C 1.642 -1.573 -0.236
*
```

Atomic partial charges in e from the Mulliken method, atoms 1 to 2: atom 1 (S): -0.31, atom 2 (O): -0.34


No. 7
This record from OMol25 describes a cluster of 2 separate species, C2O3S in total. The level of theory is the ωB97M-V functional and the def2-TZVPD basis.

Properties
- SMILES = O=C=O.O=C=S
- E_LUMO (eV) = 0.5
- calculated total energy (eV) = -19052.773

Geometry as ORCA input:
```
! RIJCOSX wB97M-V def2-TZVPD def2/J DEFGRID3
* xyz 0 1
S -0.450 2.023 -1.245
O 0.596 -1.201 1.389
O 0.920 -0.193 -1.934
O -1.283 0.102 1.454
C 0.335 0.758 -1.636
C -0.341 -0.546 1.420
*
```

Atomic partial charges in e from the Mulliken method, atoms 1 to 2: atom 1 (S): -0.30, atom 2 (O): -0.35


No. 8
This record from OMol25 describes a cluster of 2 separate species, C2O3S2 in total. The level of theory is the ωB97M-V functional and the def2-TZVPD basis.

Properties
- SMILES = O=S1#CO1.O=C=S
- E_LUMO (eV) = -0.4
- calculated total energy (eV) = -29883.085

Geometry as ORCA input:
```
! RIJCOSX wB97M-V def2-TZVPD def2/J DEFGRID3
* xyz 0 1
S 1.027 0.295 -1.759
S -3.199 0.082 0.787
O 2.204 -0.106 -0.338
O 0.127 1.424 -1.728
O -0.593 0.027 1.397
C 1.174 -0.753 -0.108
C -1.712 0.157 1.110
*
```

Atomic partial charges in e from the Mulliken method, atoms 1 to 2: atom 1 (S): 0.40, atom 2 (S): -0.34